{"formula": "C23H39Cl3N6O2SSbSiTc", "method": "ωB97M-V/def2-TZVPD", "homo_energy_ev": [-11.212, -11.267], "e_lumo_ha": [-0.12233, -0.17180], "multiplicity": 4, "mol_weight_g_mol": 817.88, "total_charge": 1, "e_above_lowest_ev": 1.8216, "elements": ["Tc", "N", "N", "C", "O", "O", "H", "H", "H", "C", "N", "C", "C", "C", "C", "C", "N", "C", "C", "C", "C", "C", "C", "H", "H", "H", "H", "H", "H", "H", "H", "H", "H", "H", "N", "C", "N", "S", "H", "H", "H", "H", "C", "C", "C", "Sb", "C", "C", "C", "C", "C", "C", "H", "H", "H", "H", "H", "H", "H", "H", "H", "H", "H", "H", "H", "H", "H", "H", "H", "H", "H", "H", "H", "Cl", "Si", "Cl", "Cl"], "coordinates": [[-0.09152, 0.21912, 0.52609], [-0.47363, 0.26368, 2.68233], [-1.83690, 0.55046, 2.87874], [-2.71814, 0.15778, 1.87012], [-3.90572, 0.12234, 2.04495], [-2.08824, -0.13562, 0.74600], [-0.18963, -0.60188, 3.14281], [0.13910, 0.99297, 3.06220], [-2.18204, 0.58626, 3.82589], [-0.20083, 3.30406, 1.21435], [-0.05077, 2.23825, 0.20689], [0.00217, 2.59084, -1.05110], [0.02963, 1.57415, -2.01424], [0.05393, 1.53400, -3.40381], [-0.01556, 0.18302, -3.75599], [-0.07885, -0.54455, -2.57171], [-0.05254, 0.28306, -1.50884], [-1.50502, 4.05525, 1.08112], [-2.68083, 3.41603, 0.70047], [-3.87268, 4.12233, 0.64040], [-3.89859, 5.47334, 0.95630], [-2.72753, 6.11711, 1.32763], [-1.53480, 5.41095, 1.38695], [0.64928, 3.98306, 1.11976], [-0.10882, 2.85514, 2.20036], [-0.00505, 3.64418, -1.31521], [0.09972, 2.38408, -4.06486], [-0.04187, -0.22706, -4.75242], [-0.13238, -1.61464, -2.45346], [-2.67761, 2.36505, 0.43713], [-4.78152, 3.61243, 0.34970], [-4.82849, 6.02392, 0.90838], [-2.73954, 7.17208, 1.56709], [-0.62098, 5.91762, 1.67554], [3.40440, -1.85388, -3.39416], [3.79573, -1.35604, -2.21684], [4.73917, -1.98817, -1.53594], [3.13786, 0.14272, -1.71779], [3.92177, -2.57548, -3.87003], [2.69502, -1.35133, -3.90196], [5.11191, -2.87545, -1.83128], [5.02783, -1.60830, -0.64725], [2.14095, -4.09510, 0.00226], [0.65876, -4.43155, -0.00962], [0.34921, -5.65542, 0.84551], [-0.55038, -2.68500, 0.41895], [-2.13936, -3.15495, -0.98799], [-2.64571, -4.58592, -0.81753], [-3.28597, -2.15476, -1.04398], [-1.23056, -2.95150, 2.45954], [-2.27172, -4.02936, 2.73493], [-0.00558, -3.08642, 3.36798], [2.73205, -4.99050, -0.21162], [2.46857, -3.70502, 0.96810], [2.36746, -3.34549, -0.75137], [0.35651, -4.64243, -1.04033], [0.71655, -5.54023, 1.86442], [0.86192, -6.52118, 0.41822], [-0.71172, -5.89316, 0.88995], [-1.59176, -3.10940, -1.93572], [-3.15672, -4.73004, 0.13330], [-1.85663, -5.33216, -0.90195], [-3.37205, -4.79370, -1.60683], [-3.82173, -2.08827, -0.09625], [-3.99448, -2.48468, -1.80804], [-2.95184, -1.15136, -1.29754], [-1.71645, -1.99409, 2.65646], [-1.87793, -5.03460, 2.58942], [-3.15818, -3.90588, 2.11506], [-2.59378, -3.95384, 3.77680], [0.49716, -4.04186, 3.22650], [-0.30782, -3.03967, 4.41753], [0.75338, -2.31403, 3.19952], [2.40124, 1.36849, 2.84924], [2.49666, 0.55174, 0.66245], [3.20556, 2.44419, 0.10432], [3.89229, -0.84962, 1.35830]], "forces_ev_per_a": [[0.33, -0.95, -0.71], [0.38, 0.18, 0.11], [0.06, 0.18, 0.09], [-0.02, -0.07, -0.13], [0.02, -0.01, 0.04], [-0.07, 0.28, 0.03], [-0.03, 0.00, 0.00], [0.00, 0.01, 0.03], [0.00, -0.06, 0.01], [0.09, 0.01, -0.06], [-0.22, 0.18, 0.05], [-0.02, -0.02, 0.02], [0.01, 0.03, -0.02], [-0.01, 0.00, 0.02], [0.00, -0.02, 0.03], [0.03, -0.03, -0.03], [-0.08, 0.05, 0.20], [0.00, 0.00, 0.01], [0.00, 0.00, -0.01], [0.00, 0.01, 0.00], [0.00, 0.00, 0.00], [0.00, 0.00, 0.00], [0.00, 0.00, 0.01], [0.01, -0.01, 0.01], [-0.02, -0.02, 0.04], [0.01, 0.00, -0.01], [0.00, 0.00, 0.00], [-0.01, 0.00, 0.00], [0.01, 0.00, 0.01], [0.00, 0.00, 0.00], [0.00, 0.00, 0.00], [0.00, 0.00, 0.00], [0.00, 0.00, 0.00], [0.00, 0.00, 0.00], [-0.03, -0.09, -0.01], [-0.04, 0.19, 0.03], [0.03, -0.10, 0.04], [-0.09, -0.23, -0.28], [0.00, 0.01, 0.00], [0.03, 0.03, -0.01], [-0.01, -0.01, 0.01], [-0.03, -0.01, 0.01], [0.06, -0.02, 0.05], [0.05, 0.10, -0.07], [-0.01, 0.01, 0.00], [-0.13, 0.23, 0.20], [0.03, 0.01, -0.01], [0.00, 0.00, 0.00], [0.01, 0.00, 0.00], [0.00, 0.03, -0.01], [0.01, -0.02, -0.02], [-0.02, 0.00, 0.02], [0.00, 0.02, -0.02], [0.01, -0.02, 0.00], [0.12, 0.15, -0.06], [0.00, -0.02, 0.00], [0.00, 0.00, 0.00], [0.00, 0.00, 0.01], [0.00, 0.00, 0.00], [0.00, -0.01, 0.00], [0.00, 0.00, 0.00], [0.01, 0.01, 0.01], [0.00, 0.00, 0.00], [0.00, 0.00, 0.00], [-0.01, 0.00, 0.01], [0.00, 0.00, 0.00], [-0.02, -0.01, 0.00], [0.00, 0.00, -0.03], [-0.01, 0.01, 0.01], [0.01, -0.01, 0.01], [-0.02, 0.00, 0.02], [0.00, 0.02, 0.00], [0.03, -0.02, -0.01], [-0.47, -0.28, -0.28], [0.02, 0.43, 0.88], [-0.01, 0.04, -0.06], [-0.02, -0.16, -0.13]], "mulliken_spin": [2.890, -0.001, 0.007, 0.003, 0.016, 0.114, -0.011, 0.002, -0.002, 0.042, -0.082, 0.064, 0.015, 0.074, 0.023, 0.054, -0.065, 0.002, -0.007, -0.001, 0.001, 0.000, 0.001, 0.002, -0.001, -0.002, 0.001, 0.001, 0.004, 0.010, 0.000, 0.000, 0.000, 0.000, -0.001, -0.001, -0.001, 0.000, 0.000, 0.001, 0.000, 0.000, -0.006, -0.011, -0.002, -0.058, -0.004, -0.003, 0.002, 0.017, -0.003, 0.001, 0.000, -0.001, 0.002, 0.000, 0.000, -0.001, 0.000, -0.001, 0.000, 0.001, -0.001, -0.001, 0.000, -0.002, 0.005, 0.001, 0.000, 0.000, -0.001, 0.000, 0.007, -0.003, -0.083, -0.001, -0.008]}